C30H87N3O21 | the ωB97M-V functional and the def2-TZVPD basis

Structure (XYZ):
```
141
Properties=species:S:1:pos:R:3
H 5.79689 -2.03925 -2.95103
C -5.30899 0.99955 -2.22701
C -3.58353 -2.75704 -3.13122
H -3.72610 -2.53978 -4.21563
H 1.19163 -3.32708 5.51423
H 2.05906 -6.74753 1.69191
H -5.46725 -2.15515 -2.70166
C -3.97637 -2.11300 2.24967
H -0.28726 -4.51562 2.93709
H -5.55207 1.05275 -0.04474
O 4.61440 -2.74176 -1.39346
H -1.59069 4.60247 0.41053
O 4.76063 2.63277 0.82107
H -0.72368 -1.01049 3.31730
H 3.94328 -1.27824 -4.22807
C 0.06575 3.47239 -5.15494
O 3.78562 -0.33083 -2.47007
O -1.36916 4.92578 -3.82742
H 4.79764 -3.46483 -3.28782
H -1.11516 -5.24748 0.44605
H -2.86102 -3.81253 2.77271
H 6.47852 1.47575 0.65477
H 2.05604 -1.54661 4.15776
C 0.04016 -1.51889 3.88236
H -3.24745 -0.93967 0.84170
H 0.03811 -4.57283 5.12535
H -0.38728 -3.54608 0.44956
O 0.16539 -4.72214 -1.11598
H 1.81814 -2.66782 2.01713
H -3.37742 4.57833 0.32345
H -0.96015 4.44643 -3.09239
C -2.45121 3.95683 0.26457
H -4.46651 1.04789 -2.93442
H -3.34697 4.57330 2.44003
H -4.03082 -1.58092 3.23085
H 1.33607 5.36729 0.32842
H -2.10639 -2.39498 -1.69372
H 1.10288 -1.38561 1.32997
C -0.71155 0.74738 -0.14656
H -1.13427 1.57802 0.38628
H -1.55255 -2.52880 -3.42036
O 3.32381 5.53677 0.70269
C 0.48445 1.07615 -1.00724
O -3.57094 -4.21241 0.98898
C -2.57603 3.77790 2.53106
H 2.20954 -4.21227 -1.08311
H -3.15006 -3.56930 0.40718
C -2.15995 1.57420 3.79543
H 0.64002 4.28717 -5.54440
C 1.25050 -3.86270 -1.53529
O 2.61789 1.27442 -4.54861
H 1.62171 0.80889 4.46497
H 1.97507 -6.35064 -0.01220
C -1.34779 3.96411 -4.93368
C 3.76301 3.16022 -3.36554
H 3.09169 3.99378 -3.63657
C 1.41111 -1.12054 3.36335
O 3.49016 0.11032 0.66257
O -2.87377 -1.61295 1.44693
H 1.74719 4.88970 2.79418
H -5.72822 2.01897 -2.30998
H 2.64579 0.79923 -3.68277
H -1.69983 4.54230 -5.77952
O -6.35808 0.07197 -2.45536
H -2.44576 3.49491 -0.69582
H 0.50019 -7.18050 0.67981
H 3.47758 -0.40630 -1.53870
H -3.45627 -3.87454 -3.06077
H -0.05562 -1.12621 4.92574
H 2.39078 0.87655 2.95432
H -2.42955 3.61110 4.60073
C 0.78790 -5.11879 1.28951
H 4.66258 1.40764 -4.28186
O 1.47814 1.82687 -0.33781
H 2.31578 3.90718 -0.06762
H 5.31819 1.30297 -0.65285
H -4.88475 3.45266 3.70299
H -2.53736 0.92670 2.99257
C 4.85778 -2.50722 -2.73386
C 1.38450 -6.42974 0.88005
H 2.92511 -0.51585 1.18499
H -1.11741 1.67392 3.65593
N 1.77647 -1.67586 2.02728
H -1.50170 0.32470 -0.79657
C 5.39039 1.43868 0.49672
H -1.11633 -0.73060 1.18052
H 4.92230 0.41776 2.23362
O -0.37628 -0.27989 0.74095
H -2.98753 -0.34493 -2.16750
H -4.40122 -1.04700 -0.88801
H 1.07523 -2.90593 -1.06713
H 0.93565 0.13471 -1.37382
H 0.60989 0.88267 2.94609
H 1.61972 -4.40318 1.51852
H 1.27573 -3.75837 -2.63506
O 0.54105 3.04690 -3.90984
C 3.78693 -1.53118 -3.17979
C 1.50691 0.41670 3.44001
H 2.46160 2.63872 -1.89294
O 3.38619 2.60103 -2.08568
H 2.63992 3.32409 2.23669
C -3.78325 -3.60890 2.27110
C 3.82362 2.12143 -4.45941
O -4.62769 -2.33082 -2.25306
O -2.59826 3.04193 1.29862
H 4.75354 3.62285 -3.28231
O -0.15847 -2.92810 3.87779
N -4.30513 2.63159 3.99376
H 2.08042 1.27409 0.26629
H -0.62060 -6.04302 2.36388
H 3.98077 2.68930 0.26441
N 0.11657 -5.35634 2.53312
C -4.80016 0.89891 -0.81693
O -2.35411 -0.66183 -2.83216
C -2.86708 2.91048 3.78334
H 0.03264 2.57945 -5.86472
C 1.84916 4.11649 1.96874
H 5.23951 -3.43095 -1.08739
H -0.61893 -3.22478 5.92432
H -1.59429 4.25113 2.70691
H -2.27199 1.03332 4.78785
H -4.50449 2.53391 4.96516
H -1.96755 3.09841 -4.76369
C 2.20453 4.72276 0.67802
C -0.19392 -4.61852 0.23140
C 4.78424 0.22412 1.14031
O 0.51260 3.61712 1.89560
H -4.62835 -4.05782 2.83397
C 0.17334 -3.50880 5.16044
H 5.48296 -0.65706 0.98225
H 2.82334 -2.09235 -3.13190
H 4.04907 4.88700 0.74159
H 0.49539 2.90712 1.21721
H 1.26954 2.42525 -4.06567
H -4.88063 -1.82713 1.78921
H 3.93665 2.58878 -5.42320
O -3.99081 -0.28135 -0.43664
H -4.11755 1.78767 -0.62377
C -2.28683 -2.07773 -2.71161
H -6.92654 0.28215 -3.21253
H 0.24839 1.67265 -1.85099
```

Output
LUMO energy = 0.27 eV
SMILES = COC[C@H](C)N.COC[C@H](C)N.COC[C@H](C)N.OCCO.OCCO.OCCO.OCCO.OCCO.OCCO.OCCO.OCCO.OCCO
electronic energy = -2939.3108 a.u.
2S+1 = 1
energy above the lowest of the compared OMol25 structures with the same formula, charge and spin = 22.6 kcal per mole
orbital gap = 0.3281 Eh

***

C3H6F2O2 | the ωB97M-V functional and the def2-TZVPD basis

Structure (XYZ):
```
13
Properties=species:S:1:pos:R:3
C -0.00608 -0.67602 -2.04447
F 0.10329 0.01127 -3.13687
F 1.60239 0.38877 -0.54651
O -0.31903 1.58368 -0.93735
H -1.21093 1.19075 1.70644
H -1.21797 -0.34382 2.17807
H 0.33679 0.50877 2.17904
H -0.30524 1.72114 -1.88618
C -0.58892 0.34004 1.66366
O -0.36727 -0.34600 0.38686
H -1.02979 -1.12812 -2.01834
H 0.60857 -1.64363 -1.88691
C 0.13559 0.32633 -0.67510
```

Output
LUMO energy = 0.83 eV
SMILES = CO[C@@](O)(F)CF
electronic energy = -468.0747 a.u.
2S+1 = 1
energy above the lowest of the compared OMol25 structures with the same formula, charge and spin = 35.4 kcal per mole
orbital gap = 0.4377 Eh

***

Question: Look up the orbital gap of the first one.
Answer: 0.3281 Eh

***

Question: The highest LUMO energy belongs to which entry?
Answer: C3H6F2O2